1.
Here is a cluster of 7 separate species, C32H42N2O18P in total from the Open Molecules 2025 dataset. Energies are from the ωB97M-V functional and the def2-TZVPD basis.

```
95
Properties=species:S:1:pos:R:3:lowdin_charge:R:1
N 3.095 0.456 2.127 -0.290
P 2.064 1.328 1.315 0.797
C 1.995 0.722 -0.417 -0.273
C 1.474 1.418 -1.509 -0.012
C 1.475 0.809 -2.743 -0.007
N 1.962 -0.438 -2.871 0.153
C 2.471 -1.152 -1.854 -0.201
C 2.987 -2.539 -2.092 -0.085
C 2.047 -3.678 -1.603 -0.151
C 1.249 -3.373 -0.338 -0.149
C -0.051 -2.617 -0.522 -0.233
C -0.850 -2.396 0.593 -0.044
C -2.030 -1.691 0.492 -0.059
C -2.454 -1.193 -0.730 -0.062
C -1.680 -1.424 -1.847 -0.070
C -0.492 -2.129 -1.741 -0.071
C 2.509 -0.541 -0.604 -0.025
H 2.649 -0.016 2.904 -0.012
H 0.770 1.201 1.837 0.032
H 2.457 2.674 1.297 0.025
H 1.082 2.418 -1.399 0.128
H 1.097 1.293 -3.630 0.148
H 1.925 -0.870 -3.786 0.185
H 3.980 -2.609 -1.652 0.131
H 3.121 -2.653 -3.171 0.125
H 2.685 -4.533 -1.388 0.120
H 1.379 -3.976 -2.407 0.111
H 1.870 -2.856 0.392 0.107
H 0.990 -4.324 0.131 0.129
H -0.542 -2.762 1.565 0.120
H -2.624 -1.507 1.376 0.113
H -3.366 -0.619 -0.815 0.081
H -1.994 -1.049 -2.812 0.108
H 0.079 -2.302 -2.643 0.094
H 2.926 -1.092 0.226 0.104
C 2.291 3.299 5.127 -0.103
C 1.624 4.660 5.044 -0.078
O 0.616 4.435 4.036 0.066
C 0.343 3.122 4.004 -0.613
O -0.556 2.632 3.381 0.104
O 1.216 2.421 4.739 0.057
H 2.653 3.044 6.115 0.131
H 3.103 3.186 4.410 0.119
H 1.131 4.946 5.972 0.140
H 2.294 5.455 4.732 0.138
C -6.758 -0.510 -3.978 -0.107
C -6.932 -1.350 -2.732 -0.102
O -5.805 -0.934 -1.930 0.055
C -5.436 0.298 -2.330 -0.586
O -4.665 0.998 -1.747 0.133
O -6.064 0.642 -3.470 0.067
H -7.694 -0.211 -4.437 0.136
H -6.130 -0.997 -4.727 0.132
H -7.845 -1.108 -2.189 0.142
H -6.894 -2.416 -2.907 0.105
C -4.068 4.922 2.578 -0.116
C -3.566 4.250 3.841 -0.113
O -3.633 5.315 4.794 0.057
C -4.546 6.222 4.367 -0.572
O -4.948 7.133 5.008 0.172
O -4.930 5.938 3.097 0.058
H -4.623 4.259 1.921 0.131
H -3.264 5.400 2.014 0.131
H -4.224 3.442 4.168 0.135
H -2.551 3.876 3.756 0.101
C 6.592 0.186 -0.801 -0.121
C 6.099 0.869 -2.061 -0.126
O 6.871 0.244 -3.079 0.064
C 7.277 -0.973 -2.622 -0.561
O 7.779 -1.811 -3.285 0.189
O 6.994 -1.093 -1.295 0.053
H 5.814 0.076 -0.046 0.119
H 7.452 0.691 -0.359 0.134
H 5.038 0.654 -2.232 0.112
H 6.258 1.944 -2.056 0.136
C 7.065 1.364 3.947 -0.106
C 6.029 0.360 4.418 -0.110
O 5.444 1.042 5.536 0.065
C 5.638 2.366 5.380 -0.581
O 5.117 3.207 6.042 0.149
O 6.483 2.609 4.355 0.063
H 7.218 1.360 2.871 0.123
H 8.026 1.247 4.449 0.136
H 5.252 0.183 3.671 0.096
H 6.454 -0.587 4.739 0.134
C -7.023 -6.181 -4.620 -0.104
C -7.078 -5.781 -6.084 -0.106
O -7.981 -4.669 -6.057 0.072
C -7.977 -4.142 -4.818 -0.568
O -8.500 -3.118 -4.512 0.158
O -7.297 -4.936 -3.962 0.055
H -6.057 -6.566 -4.306 0.132
H -7.802 -6.895 -4.351 0.136
H -6.113 -5.438 -6.459 0.132
H -7.462 -6.559 -6.736 0.135
```

Values from the calculation:
**Orbital gap**: 7.2 eV
**HOMO level**: -11.8 eV
**2S+1**: 1
**Charge**: +1
**Molar mass**: 773.66 g/mol
**Electronic energy**: -3049.56864 hartree

2.
Here is a structure of composition C32H43BrCrN2P2 from the Open Molecules 2025 dataset. Energies are from the ωB97M-V functional and the def2-TZVPD basis.

```
81
Properties=species:S:1:pos:R:3:lowdin_spin:R:1
C 5.166 -4.564 0.877 0.001
C 3.994 -4.575 0.069 0.000
C 3.853 -5.662 -0.817 0.001
C 4.837 -6.660 -0.869 0.000
N 5.934 -6.616 -0.114 0.001
C 6.096 -5.614 0.748 0.000
C 2.976 -3.538 0.032 0.004
C 2.266 -2.517 -0.107 0.002
C 2.415 -1.175 -0.610 0.011
C 2.038 -0.127 0.312 0.016
C 2.575 1.175 0.009 0.024
C 3.166 1.451 -1.216 0.009
C 3.293 0.460 -2.202 0.019
C 3.051 -0.873 -1.832 0.009
Cr 0.007 -0.198 -0.177 3.853
P -2.149 0.032 1.355 -0.052
H 2.994 -5.722 -1.476 0.000
H 5.374 -3.770 1.584 0.000
H 4.723 -7.513 -1.541 0.000
H 7.002 -5.648 1.364 0.000
H 3.388 -1.683 -2.501 0.000
H 1.796 -0.371 1.340 0.012
H 3.737 0.713 -3.180 0.001
H 2.347 2.031 0.642 0.001
C -3.355 1.407 1.091 -0.005
C -4.842 1.065 1.163 -0.002
H -3.125 1.847 0.109 -0.001
H -3.124 2.198 1.824 0.000
H -5.431 1.943 0.857 0.000
H -5.126 0.238 0.498 0.000
H -5.154 0.809 2.185 0.000
C -2.803 -1.604 1.144 -0.003
C -1.782 -2.626 1.628 0.007
H -3.054 -1.777 0.089 0.001
H -3.746 -1.635 1.703 -0.001
H -1.930 -3.563 1.096 0.000
H -0.744 -2.329 1.435 0.004
H -1.868 -2.840 2.687 0.000
C -1.802 0.202 3.161 -0.009
C -2.985 -0.192 4.054 -0.004
H -1.485 1.239 3.369 0.000
H -0.926 -0.429 3.380 0.000
H -2.633 -0.379 5.078 -0.001
H -3.740 0.605 4.104 0.000
H -3.485 -1.111 3.716 0.000
Br 3.444 3.238 -1.484 0.002
P -1.452 0.326 -3.352 0.010
C -2.657 0.230 -1.986 0.017
C -4.027 -0.285 -2.422 0.003
H -2.733 1.235 -1.554 0.000
H -2.201 -0.463 -1.237 0.009
H -4.548 -0.741 -1.570 0.000
H -4.672 0.512 -2.818 0.001
H -3.932 -1.048 -3.206 0.000
C -0.864 2.062 -3.446 0.001
C -0.645 2.473 -4.903 0.000
H 0.066 2.137 -2.871 0.000
H -1.624 2.699 -2.972 0.000
H -0.258 3.493 -4.961 0.000
H 0.064 1.808 -5.407 0.000
H -1.587 2.434 -5.460 0.000
C 0.017 -0.669 -2.893 0.015
C 0.147 -1.918 -3.768 0.002
H -0.072 -1.087 -1.828 0.011
H 0.888 -0.002 -2.982 0.003
H 1.100 -2.407 -3.528 0.000
H -0.655 -2.619 -3.502 0.000
H 0.099 -1.705 -4.843 0.000
N -0.190 1.727 0.583 -0.018
C -0.008 2.743 1.166 0.026
C 0.246 3.862 2.012 0.002
C 1.239 4.843 1.742 0.005
C 1.795 5.582 2.806 -0.001
C 1.320 5.406 4.110 0.005
C 0.138 4.684 4.318 -0.001
C -0.449 3.996 3.244 0.005
H 1.564 4.999 0.705 0.000
H 2.615 6.294 2.630 0.000
H 1.844 5.867 4.965 0.000
H -0.313 4.653 5.315 0.000
H -1.437 3.534 3.340 0.000
```

Values from the calculation:
**Orbital gap (spin up / spin down)**: 6.0 / 6.7 eV
**HOMO level (spin up / spin down)**: -13.2 / -13.2 eV
**2S+1**: 5
**Charge**: +2
**Molar mass**: 649.56 g/mol
**Electronic energy**: -5655.14160 hartree
**Expectation value of S²**: 6.06

3.
Here is a structure of composition C32H43IrN11 from the Open Molecules 2025 dataset. Energies are from the ωB97M-V functional and the def2-TZVPD basis.

```
87
Properties=species:S:1:pos:R:3:lowdin_spin:R:1
Ir 0.889 -0.158 -0.026 0.026
C 3.619 0.001 1.030 0.000
N 2.888 0.570 -0.154 0.000
C 3.497 0.251 -1.484 0.000
C 2.399 -0.068 -2.452 0.000
N 1.146 -0.319 -2.066 0.004
C 0.428 -0.630 -3.229 0.001
C -0.913 -0.964 -3.434 0.001
C -1.303 -1.237 -4.729 0.000
C -0.398 -1.181 -5.805 0.000
C 0.926 -0.847 -5.616 0.000
C 1.311 -0.575 -4.307 0.000
N 2.545 -0.214 -3.769 0.000
C 2.655 0.006 2.180 0.000
N 1.337 0.008 1.980 0.005
C 0.746 0.175 3.237 0.001
C -0.572 0.431 3.616 0.000
C -0.821 0.599 4.962 0.000
C 0.208 0.529 5.920 0.000
C 1.522 0.334 5.553 0.000
C 1.764 0.180 4.191 0.000
N 2.957 0.078 3.476 0.000
H 4.516 0.581 1.257 0.000
H 3.937 -1.014 0.783 0.000
H 2.856 1.582 -0.047 0.000
H 4.147 -0.620 -1.374 0.000
H 4.121 1.074 -1.834 0.000
H -1.628 -1.009 -2.622 0.001
H -2.332 -1.505 -4.929 0.000
H -0.751 -1.405 -6.802 0.000
H 1.624 -0.802 -6.441 0.000
H 3.401 -0.084 -4.292 0.000
H -1.362 0.548 2.885 0.000
H -1.828 0.809 5.296 0.000
H -0.037 0.663 6.964 0.000
H 2.319 0.322 6.285 0.000
H 3.887 0.087 3.874 0.000
C 0.819 -4.344 1.088 0.001
N 0.231 -3.320 0.212 0.013
C 0.740 -3.339 -1.162 0.003
C -0.812 -2.571 0.596 0.019
N -0.845 -1.240 0.167 0.167
C -1.992 -0.556 -0.074 0.140
C -3.285 -1.100 -0.242 0.007
C -4.350 -0.259 -0.381 0.097
C -4.176 1.153 -0.328 0.120
C -2.929 1.710 -0.243 -0.003
C -1.801 0.867 -0.192 0.145
N -0.495 1.288 -0.185 0.149
C -0.152 2.615 -0.479 0.018
N 0.712 3.238 0.323 0.006
C 0.725 3.031 1.775 0.002
C 1.589 4.317 -0.153 0.001
N -0.665 3.223 -1.536 0.019
C -1.141 2.527 -2.734 0.000
C -0.882 4.681 -1.572 0.003
N -1.727 -3.077 1.411 0.034
C -2.515 -2.319 2.381 0.001
C -2.061 -4.515 1.397 0.004
H 1.902 -4.287 0.978 0.001
H 0.506 -5.350 0.811 0.000
H 0.559 -4.148 2.124 0.000
H 0.734 -4.371 -1.514 0.001
H 1.769 -2.978 -1.211 0.001
H 0.102 -2.753 -1.814 0.001
H -3.428 -2.171 -0.266 -0.002
H -5.346 -0.662 -0.514 0.003
H -5.048 1.793 -0.373 0.005
H -2.819 2.785 -0.218 -0.003
H -0.108 2.405 2.081 0.000
H 0.629 4.002 2.260 0.001
H 1.665 2.581 2.102 0.000
H 1.699 4.268 -1.233 0.000
H 2.566 4.183 0.315 0.000
H 1.221 5.301 0.134 0.000
H -0.851 1.483 -2.715 0.000
H -0.694 3.006 -3.605 0.000
H -2.225 2.610 -2.813 0.000
H -0.849 5.095 -0.568 0.000
H -1.874 4.848 -1.989 0.001
H -0.154 5.180 -2.210 0.000
H -2.176 -1.295 2.433 0.001
H -2.387 -2.783 3.359 0.000
H -3.572 -2.351 2.119 0.000
H -1.723 -4.975 0.474 0.000
H -3.146 -4.593 1.451 0.001
H -1.637 -5.033 2.256 0.001
```

Values from the calculation:
**Orbital gap (spin up / spin down)**: 6.5 / 5.6 eV
**HOMO level (spin up / spin down)**: -19.0 / -19.0 eV
**2S+1**: 2
**Charge**: +4
**Molar mass**: 773.99 g/mol
**Electronic energy**: -1950.52701 hartree
**Expectation value of S²**: 0.77

4.
Here is a structure of composition C32H43N2OP2SSc from the Open Molecules 2025 dataset. Energies are from the ωB97M-V functional and the def2-TZVPD basis.

```
82
Properties=species:S:1:pos:R:3:lowdin_charge:R:1
Sc 0.427 -1.227 -0.424 0.742
C 4.348 -1.936 -1.296 -0.202
P 2.896 -1.248 -0.424 0.937
C 3.192 0.546 -0.487 -0.397
N 4.511 0.866 -0.549 0.154
C 4.834 2.170 -0.586 -0.216
C 6.171 2.544 -0.640 0.015
C 6.549 3.887 -0.677 -0.025
C 5.572 4.873 -0.659 -0.026
C 4.226 4.507 -0.604 0.013
C 3.841 3.172 -0.566 -0.217
N 2.535 2.860 -0.515 0.151
C 2.200 1.543 -0.486 -0.397
P 0.406 1.248 -0.424 0.981
C -0.223 2.753 0.402 -0.193
C -0.157 1.459 -2.206 -0.640
C 0.454 0.335 -3.068 -0.065
C 0.217 2.812 -2.828 -0.056
C -1.692 1.303 -2.248 -0.168
C 3.210 -1.703 1.374 -0.698
C 4.618 -1.355 1.875 -0.069
C 2.993 -3.224 1.528 -0.094
C 2.178 -0.989 2.271 -0.086
H 5.308 -1.602 -0.895 0.055
H 4.317 -1.650 -2.352 0.060
H 4.334 -3.029 -1.258 0.062
H 6.934 1.770 -0.653 0.127
H 7.601 4.157 -0.719 0.125
H 5.849 5.924 -0.687 0.125
H 3.458 5.276 -0.590 0.125
H 0.077 3.685 -0.083 0.056
H 0.137 2.790 1.435 0.067
H -1.316 2.738 0.444 0.051
H 1.545 0.419 -3.134 0.097
H 0.069 0.376 -4.094 0.121
H 0.217 -0.659 -2.671 0.044
H 1.300 2.965 -2.868 0.085
H -0.225 3.655 -2.288 0.089
H -0.147 2.875 -3.861 0.106
H -2.015 0.342 -1.829 -0.125
H -2.063 1.348 -3.279 0.151
H -2.200 2.097 -1.689 0.096
H 5.399 -1.881 1.318 0.086
H 4.736 -1.643 2.927 0.105
H 4.826 -0.282 1.818 0.080
H 3.718 -3.802 0.943 0.088
H 1.989 -3.527 1.205 0.037
H 3.105 -3.533 2.574 0.104
H 2.312 0.098 2.263 0.089
H 2.276 -1.313 3.315 0.114
H 1.149 -1.204 1.961 0.046
O -1.608 -1.227 -0.424 -0.604
S -2.692 -0.933 -1.417 1.008
C -3.498 0.639 -0.998 -0.278
C -4.166 0.739 0.349 -0.251
C -3.445 0.542 1.535 -0.051
C -4.069 0.669 2.777 -0.060
C -5.418 1.009 2.850 -0.062
C -6.143 1.225 1.681 -0.057
C -5.521 1.095 0.438 -0.037
C -4.107 -2.054 -1.206 -0.223
C -4.075 -2.930 0.020 -0.271
C -3.135 -3.966 0.132 -0.052
C -3.117 -4.794 1.256 -0.062
C -4.039 -4.599 2.281 -0.066
C -4.979 -3.576 2.182 -0.057
C -5.000 -2.748 1.058 -0.032
H -4.220 0.836 -1.799 0.148
H -2.733 1.421 -1.069 0.009
H -2.389 0.276 1.502 0.097
H -3.498 0.500 3.686 0.113
H -5.900 1.109 3.819 0.116
H -7.194 1.499 1.739 0.117
H -6.106 1.279 -0.461 0.119
H -4.107 -2.708 -2.086 0.111
H -5.042 -1.487 -1.268 0.112
H -2.395 -4.121 -0.650 0.109
H -2.374 -5.584 1.333 0.112
H -4.020 -5.239 3.158 0.113
H -5.694 -3.416 2.985 0.114
H -5.740 -1.954 1.007 0.112
H 0.427 -3.088 -0.424 -0.055
```

Values from the calculation:
**Orbital gap**: 6.9 eV
**HOMO level**: -13.6 eV
**ΔE to the lowest compared entry with this formula, charge and spin**: 130.1 kJ/mol
**2S+1**: 1
**Charge**: +2
**Molar mass**: 610.68 g/mol
**Electronic energy**: -3270.82311 hartree

5.
Here is a structure of composition C32H43N6O5PS2V from the Open Molecules 2025 dataset. Energies are from the ωB97M-V functional and the def2-TZVPD basis.

```
90
Properties=species:S:1:pos:R:3:lowdin_spin:R:1
V -0.705 -0.264 -0.278 0.720
C 3.130 -1.943 0.998 0.013
C 1.819 -1.747 0.267 0.088
N 1.008 -0.696 0.558 0.006
N 1.459 0.114 1.613 0.005
C 0.818 1.225 1.814 0.031
S -0.557 1.790 1.001 -0.016
S 1.422 2.172 3.226 0.004
C 3.164 2.447 2.755 0.003
C 3.366 3.457 1.647 0.000
C 2.574 4.597 1.521 0.000
C 2.812 5.512 0.505 0.000
C 3.856 5.310 -0.390 0.000
C 4.651 4.181 -0.268 0.000
C 4.402 3.259 0.740 0.000
C 1.490 -2.716 -0.753 0.006
C 2.432 -3.723 -1.093 0.018
C 2.156 -4.732 -1.984 0.000
C 0.896 -4.797 -2.592 0.023
C -0.040 -3.830 -2.309 -0.002
C 0.228 -2.759 -1.429 0.020
O -0.703 -1.849 -1.253 0.023
H 3.196 -1.284 1.855 0.000
H 3.981 -1.720 0.343 0.004
H 3.235 -2.979 1.330 0.003
H 3.562 1.474 2.473 0.000
H 3.648 2.777 3.677 0.000
H 1.759 4.762 2.213 0.000
H 2.172 6.381 0.407 0.000
H 4.047 6.034 -1.172 0.000
H 5.462 4.012 -0.968 0.000
H 5.024 2.374 0.824 0.000
H 3.417 -3.702 -0.645 0.002
H 2.914 -5.471 -2.215 -0.001
H 0.664 -5.593 -3.289 0.002
H -1.022 -3.845 -2.772 -0.001
N 1.002 -1.042 4.199 0.000
C -0.348 -1.452 3.675 0.001
C -0.406 -2.951 3.511 0.000
C -1.666 -3.275 2.699 0.000
N -1.401 -2.735 1.358 0.001
C -2.902 -2.725 3.434 0.000
C -2.810 -1.245 3.837 0.000
N -2.841 -0.398 2.669 0.000
C -1.483 -0.986 4.576 0.000
H 1.720 -1.580 3.714 0.000
H 1.068 -1.206 5.199 0.000
H 1.223 -0.057 3.995 0.000
H -0.466 -0.999 2.695 0.001
H -0.423 -3.456 4.485 0.000
H 0.457 -3.311 2.937 0.000
H -1.763 -4.362 2.662 0.000
H -2.226 -2.404 0.879 0.000
H -0.962 -3.437 0.775 0.000
H -3.036 -3.313 4.346 0.000
H -3.790 -2.878 2.812 0.000
H -3.633 -1.038 4.533 0.000
H -2.772 0.581 2.919 0.000
H -3.703 -0.488 2.143 0.000
H -1.477 -1.546 5.520 0.000
H -1.398 0.084 4.798 0.000
O -4.626 0.365 -0.119 0.002
C -3.661 0.358 -0.856 0.003
O -2.487 -0.101 -0.535 0.019
C -3.760 0.848 -2.275 0.001
C -3.165 0.097 -3.286 0.000
C -3.157 0.563 -4.586 0.000
C -3.723 1.800 -4.859 0.000
C -4.355 2.536 -3.873 0.000
C -4.383 2.048 -2.578 0.000
N -3.617 2.355 -6.213 0.000
O -4.157 3.415 -6.435 0.000
O -3.001 1.724 -7.041 0.000
H -2.712 -0.854 -3.034 0.000
H -2.708 0.003 -5.394 0.000
H -4.804 3.486 -4.130 0.000
H -4.867 2.606 -1.787 0.000
C 0.637 -0.057 -3.534 -0.001
P 0.464 0.864 -1.959 0.010
C 2.192 1.381 -1.678 0.000
C -0.251 2.470 -2.473 0.008
H 0.929 0.606 -4.350 0.000
H -0.304 -0.549 -3.776 0.000
H 1.394 -0.833 -3.402 0.000
H 2.559 1.911 -2.559 0.000
H 2.817 0.507 -1.485 0.000
H 2.231 2.049 -0.818 0.000
H 0.241 2.840 -3.375 0.001
H -0.105 3.182 -1.660 0.000
H -1.320 2.371 -2.655 0.000
```

Values from the calculation:
**Orbital gap (spin up / spin down)**: 5.1 / 5.3 eV
**HOMO level (spin up / spin down)**: -5.4 / -5.6 eV
**ΔE to the lowest compared entry with this formula, charge and spin**: 0.0 kJ/mol
**2S+1**: 2
**Charge**: 0
**Molar mass**: 737.79 g/mol
**Electronic energy**: -4031.63490 hartree
**Expectation value of S²**: 0.84

- Among the records above, which one has the highest 2S+1?
  C32H43BrCrN2P2